DFT (wB97M-V/def2-TZVPD) results for a 11-piece molecular cluster, C11H41N20O13 overall at a distorted geometry.

Geometry as XYZ:
```
85
Properties=species:S:1:pos:R:3
O -0.363 0.908 0.122
C -0.140 -0.343 -0.143
O 0.560 -0.970 0.624
O -0.685 -0.986 -1.019
H 0.387 1.053 0.704
C -0.703 -4.694 -2.191
O -1.176 -5.808 -2.256
N 0.383 -4.281 -2.741
N -1.365 -3.823 -1.474
H 1.144 -4.934 -2.861
H 0.726 -3.346 -2.575
H -1.032 -2.876 -1.365
H -2.162 -4.089 -0.914
C -3.003 3.040 0.360
O -3.603 4.080 0.272
N -2.958 2.168 -0.592
N -2.378 2.658 1.419
H -3.722 2.375 -1.219
H -2.811 1.196 -0.358
H -2.337 3.202 2.269
H -1.704 1.906 1.423
C 1.164 3.532 -2.782
O 1.364 4.280 -3.755
N 1.833 2.486 -2.630
N 0.019 3.573 -2.172
H 2.658 2.292 -3.179
H 1.694 2.127 -1.696
H -0.232 4.524 -1.941
H -0.328 2.706 -1.787
C -1.319 0.945 -3.787
O -1.561 1.935 -4.430
N -2.279 0.178 -3.323
N -0.145 0.452 -3.678
H -3.181 0.450 -3.688
H -2.103 -0.541 -2.636
H 0.625 1.019 -4.006
H 0.023 -0.312 -3.039
C 3.585 -3.058 -1.158
O 4.652 -3.131 -1.716
N 3.245 -3.665 -0.001
N 2.548 -2.400 -1.629
H 2.291 -3.549 0.311
H 3.896 -4.237 0.518
H 1.703 -2.287 -1.089
H 2.722 -1.940 -2.511
C -4.482 -1.287 0.686
O -4.401 -0.352 1.443
N -5.630 -1.752 0.364
N -3.511 -1.751 -0.099
H -5.764 -2.253 -0.503
H -6.474 -1.352 0.750
H -3.664 -2.504 -0.754
H -2.575 -1.373 -0.071
C 2.946 5.114 1.780
O 3.982 4.777 2.318
N 2.075 4.241 1.247
N 2.681 6.340 1.576
H 2.246 3.281 0.985
H 1.264 4.628 0.785
H 1.917 6.595 0.967
H 3.134 7.080 2.093
C 1.141 -3.922 2.809
O 0.703 -4.854 3.468
N 0.721 -3.762 1.541
N 1.663 -2.849 3.166
H 0.041 -4.474 1.313
H 0.514 -2.845 1.171
H 1.789 -2.160 2.439
H 2.298 -2.909 3.949
C -2.093 0.428 4.026
O -1.150 0.962 4.603
N -2.021 -0.375 3.029
N -3.330 0.727 4.237
H -2.865 -0.632 2.537
H -1.120 -0.704 2.712
H -4.061 0.297 3.688
H -3.433 1.423 4.961
C 3.518 0.891 0.506
O 2.556 1.568 0.178
N 4.768 1.211 0.465
N 3.427 -0.226 1.168
H 5.416 0.443 0.369
H 5.162 2.035 0.033
H 4.175 -0.892 1.302
H 2.504 -0.627 1.086
```

**Largest force on an atom**: 8.13 eV Å⁻¹
**2S+1**: 2
**Frontier orbital gap (alpha / beta)**: 1.6 / 8.5 eV
**Calculated total energy**: -68499.4810 eV
**Charge**: -2
**LUMO level (alpha / beta)**: 3.6 / 3.6 eV

Löwdin atomic charge list, values in e, 6 entries: O 0.114; C -0.898; O -0.032; O -0.033; H 0.104; C -0.847